11
Properties=species:S:1:pos:R:3:forces:R:3:mulliken_charge:R:1 method="wB97M-V/def2-TZVPD" e_tot_ha=-790.903780 lumo_ev=0.58 relative_energy_kj_mol=89.5 homo_ev=-8.109 homo_lumo_gap_ev=8.685 max_force_ha_per_bohr=0.046
O 0.468 1.566 2.441 -1.2574 -0.0185 0.0818 -0.463
C 0.398 0.930 1.286 1.4073 0.2004 0.0721 0.668
N 1.393 0.720 0.512 0.1948 -0.1139 0.1604 -0.724
N 0.828 -0.068 -0.474 0.0440 -0.8470 -2.1832 0.152
C -0.519 -0.221 -0.315 0.4378 -0.2329 0.8467 0.537
N -1.452 -0.840 -0.895 0.0598 0.5224 -0.1730 -0.433
S -1.093 -1.435 -2.460 0.3134 0.2596 0.3147 -0.198
O -0.765 0.430 0.909 -0.8466 -0.2423 -0.2336 -0.315
H 1.378 1.792 2.613 0.6360 0.1190 0.0022 0.374
H 1.371 -0.495 -1.255 -0.6762 0.8305 1.3136 0.247
H -2.006 -2.380 -2.362 -0.3128 -0.4772 -0.2018 0.154

22
Properties=species:S:1:pos:R:3:forces:R:3:mulliken_charge:R:1 method="wB97M-V/def2-TZVPD" e_tot_ha=-3051.035220 charge=-4 lumo_ev=5.85 homo_ev=1.395 homo_lumo_gap_ev=4.455 max_force_ha_per_bohr=0.104
Rb 0.206 3.525 2.860 -0.0669 -0.4255 -1.1264 0.831
Rb 0.709 -0.182 0.853 -0.3197 -0.3473 -0.2956 0.937
Cl -1.853 0.548 2.953 0.4734 0.5516 0.3809 -0.968
Cl 3.256 3.944 1.027 -0.1141 0.1824 0.7415 -0.968
Cl -2.645 -2.884 -0.880 0.5349 -2.3611 0.5283 1.576
O -3.565 -3.700 -0.047 0.3033 0.4953 -1.0893 -0.692
O -2.695 -3.320 -2.299 -0.5473 0.6481 1.1436 -0.685
O -3.069 -1.504 -0.745 0.9822 -0.6104 -0.3106 -0.588
O -1.279 -3.224 -0.408 -1.5546 1.6057 -0.4775 -0.590
Cl 2.027 0.763 -2.653 -3.6135 0.3251 3.9288 1.589
O 0.608 1.233 -2.699 2.4240 0.3836 0.3940 -0.622
O 2.786 1.337 -3.668 1.9548 2.2298 -2.0476 -0.685
O 2.644 0.896 -1.313 -0.5904 1.3814 -1.0997 -0.629
O 1.972 -0.606 -2.841 -0.0364 -4.5552 -1.3077 -0.612
N 1.854 -3.543 2.967 -4.2421 -2.2727 -1.4879 0.874
O 1.692 -4.751 3.410 1.6367 1.4079 0.3777 -0.676
O 2.432 -2.658 3.573 1.1726 0.2691 0.5115 -0.646
O 1.156 -3.303 1.925 1.7183 0.6510 0.7753 -0.514
N -1.568 4.359 -0.532 -0.5778 -0.0386 0.6122 0.883
O -0.725 5.223 -0.686 0.4364 3.1925 -1.5840 -0.637
O -2.761 4.428 -0.928 0.3968 0.4573 -0.3621 -0.692
O -1.181 3.420 0.130 -0.3704 -3.1699 1.7946 -0.484